[1]
Here is 11 unconnected molecules or ions with the total composition C4H32N2O11 in a non-equilibrium geometry from OMol25. Energies are from ωB97M-V with the def2-TZVPD basis set.

Structure (XYZ):
```
49
Properties=species:S:1:pos:R:3:forces:R:3
O -1.04458 4.12248 -0.50442 0.25 -0.01 0.26
O 1.93397 1.18004 -3.07504 0.30 0.84 -0.93
O 1.73212 -1.93007 -0.30504 -0.08 0.89 -0.24
O 2.20769 2.73758 3.45532 0.86 -1.19 1.14
O -0.70390 2.02974 -2.73489 0.16 0.41 -0.27
O -2.05004 -4.02051 0.00960 -0.70 -0.26 -0.56
O -0.46868 -0.45878 -0.61814 -0.63 0.02 -0.71
O 0.67266 -4.10313 0.92384 0.32 0.69 -0.19
O -1.88608 -2.33053 -2.22825 -0.37 0.82 -0.27
O 0.67529 -1.32943 -3.12948 -1.05 -0.06 -0.37
O 0.46225 -2.57623 3.55156 -0.11 -0.61 -0.05
N 1.40303 2.92385 0.83076 1.39 -0.11 -1.11
N 0.80566 0.15403 2.22967 -0.81 0.93 -0.98
C -1.00383 0.02299 0.63338 -1.25 -0.53 -1.48
C 0.95287 1.66334 0.19303 -1.38 1.05 0.19
C 0.02231 0.99915 1.23540 -0.85 -1.77 0.66
C -2.38792 0.66730 0.32359 -0.32 -0.79 -0.11
H -3.15364 0.03345 -0.21463 1.26 0.13 0.17
H -2.74102 -1.91534 -2.04103 0.08 -0.27 -0.24
H 0.14541 -1.93133 2.91817 -0.04 0.51 -0.27
H -1.16815 -0.97136 -1.08849 0.72 0.11 0.32
H -2.96186 0.90899 1.21038 0.32 0.37 0.48
H -2.22701 1.55892 -0.26470 -0.06 0.40 -0.13
H -0.68589 1.70930 1.75828 1.57 -0.22 -0.21
H 0.36124 -2.08627 -2.62325 0.72 -0.32 0.36
H 0.24652 1.94871 -2.97641 -0.36 -0.02 0.22
H -1.82988 -3.03538 -1.57767 0.03 -0.51 0.68
H -1.80164 -4.04999 0.93239 0.55 0.20 0.27
H -1.03368 3.49818 -1.23649 0.13 -0.27 -0.50
H 1.13359 -3.34008 0.50174 -0.25 -0.77 -0.03
H 0.89317 -1.43537 -0.48461 0.16 -0.22 0.12
H -0.86356 1.22526 -2.23929 -0.02 -0.37 0.24
H 2.29039 3.20587 0.38070 -0.66 -0.05 0.36
H 2.39081 -1.25449 -0.51610 0.20 -0.45 0.02
H -1.15607 -0.89918 1.20902 0.12 0.57 0.59
H 1.44766 -0.42331 1.67575 -0.07 0.30 0.39
H -0.21001 -1.07951 -3.44945 0.49 0.38 -0.30
H 0.47606 1.87854 -0.77450 -0.20 -0.14 0.56
H 0.85649 -3.90306 1.84351 -0.03 -0.22 0.61
H 1.66324 0.25921 -2.98743 -0.16 -0.55 -0.11
H 2.09898 1.32777 -4.03204 -0.02 -0.33 0.94
H 1.76579 1.00106 -0.09766 0.28 0.05 0.51
H 0.73729 3.67606 0.61739 0.13 -0.51 0.16
H 0.76800 -2.02336 4.26769 0.19 0.14 0.33
H 2.01492 2.53587 2.51098 -0.61 1.84 0.36
H -1.93844 4.45371 -0.47863 -0.36 0.22 0.05
H 1.89834 3.54665 3.88222 -0.24 -0.28 -1.18
H 1.32392 0.77812 2.83090 0.33 -0.09 0.24
H -2.06379 -4.94946 -0.24766 0.08 0.06 -0.01
```
Positions in Å, forces in eV/Å.

The total energy is -30170.8073 eV. As for the structure (SMILES): C[C@@H](O)[C@@H](N)CN.O.O.O.O.O.O.O.O.O.O. The spin multiplicity is 1. The charge is 0. The HOMO energy comes out at -0.346 Ha. The value obtained for the energy above the lowest of the compared OMol25 structures with the same formula, charge and spin is 30.2 kcal/mol.

***

[2]
Here is 12 unconnected molecules or ions with the total composition C4H32N2O13 in a non-equilibrium geometry from OMol25. Energies are from ωB97M-V with the def2-TZVPD basis set.

Structure (XYZ):
```
51
Properties=species:S:1:pos:R:3:forces:R:3
O -1.20619 2.33248 1.94741 -1.99 2.34 -2.23
O 0.49794 -0.38814 3.43388 0.03 0.38 -2.13
O -2.81076 0.06383 -2.13356 -1.02 -1.82 -1.14
O -0.22434 1.82992 -2.70813 -0.19 0.51 1.49
O -2.86091 -1.23923 1.37185 -1.77 0.13 -0.46
O 2.66849 -1.30769 -1.26695 -0.11 -0.16 -0.54
O -2.47919 -3.80432 0.42654 -1.90 -0.04 -5.17
O -3.24947 1.24208 0.61905 -0.44 -0.50 -0.59
O -0.54171 -1.94208 -1.75395 1.40 -2.32 0.01
O 1.59127 -3.29680 -0.18838 -0.20 -1.00 -0.56
O 1.06927 -0.65298 -3.42891 -0.19 1.88 -1.38
O 2.03250 0.06055 1.22208 0.11 0.20 1.72
O -0.53606 -2.27204 1.69241 1.00 0.37 3.55
N 0.52547 2.27761 -0.57986 0.44 -0.83 0.10
N -1.64112 2.87817 -1.23804 0.63 -0.13 0.78
C 1.70617 1.44096 -0.72188 3.03 -1.38 -2.45
C -0.44542 2.27699 -1.55705 1.02 -0.26 -0.18
C 2.65893 1.09641 0.49053 -0.61 1.86 -1.19
C 2.83053 2.32089 1.43205 2.39 -0.64 -4.67
H 1.51565 0.40708 -1.21501 -0.25 2.20 1.08
H -2.34000 0.72584 -1.67676 0.40 1.47 1.03
H 0.84960 0.32752 -3.63276 0.19 -1.91 0.82
H 1.30673 -1.06574 -4.27241 0.01 0.24 0.18
H -0.00733 -1.70147 -2.51993 0.31 -0.16 -0.29
H -2.34082 -3.76939 -0.64438 -0.46 -0.15 3.95
H 3.71936 0.90374 0.05986 -2.04 -0.53 0.72
H -1.93673 -1.23000 1.56271 1.03 -0.05 0.07
H -1.05380 -1.17794 -1.73096 -2.19 2.12 0.54
H -0.87722 -2.67543 2.52695 -0.99 -1.64 -1.28
H 2.14962 -0.81853 0.88075 0.43 -0.24 -1.13
H 0.95204 -3.11489 -0.90181 0.02 -0.14 0.03
H 0.97460 -0.14829 2.54136 -0.25 -0.23 1.95
H -0.65339 3.01129 2.25786 1.03 1.49 0.87
H -2.91324 -1.94574 0.69829 -0.09 0.03 0.50
H -3.26130 0.31451 0.93839 0.29 -0.48 -0.64
H 2.49925 -2.14750 -0.73715 -0.02 1.00 -1.39
H -2.19294 2.71837 -0.37624 0.85 -0.14 -0.76
H -0.91950 1.58248 2.35404 1.20 -3.53 1.83
H 2.00937 -1.19623 -2.02236 1.25 -0.53 1.42
H -3.45632 1.65834 1.43671 -0.21 1.18 0.90
H 2.51067 1.88790 -1.44336 -1.71 -0.19 0.74
H 3.46470 2.03160 2.17341 1.25 -0.56 2.69
H 1.94958 2.74792 1.65275 -3.12 1.26 1.57
H -1.60725 -3.82871 0.72912 2.30 0.01 0.74
H 1.14210 -2.86061 0.52039 -0.71 0.24 1.23
H 0.37231 2.70255 0.32535 -0.50 -0.18 -0.50
H -2.09146 3.08638 -2.08856 -1.17 0.16 -0.67
H -3.70698 -0.00262 -1.76929 0.61 0.31 0.14
H 1.14481 -0.78064 4.01772 0.43 0.05 0.08
H 3.39393 3.11577 0.85934 -0.52 -0.82 0.36
H -0.18140 -1.67418 2.43687 1.00 1.11 -1.77
```
Positions in Å, forces in eV/Å.

The total energy is -34264.6714 eV. As for the structure (SMILES): C[C@@H](O)CNC(N)=O.O.O.O.O.O.O.O.O.O.O.O. The spin multiplicity is 1. The charge is 0. The HOMO energy comes out at -0.341 Ha. The value obtained for the energy above the lowest of the compared OMol25 structures with the same formula, charge and spin is 93.0 kcal/mol.

***

[3]
Here is 12 unconnected molecules or ions with the total composition C4H33N2O11 in a non-equilibrium geometry from OMol25. Energies are from ωB97M-V with the def2-TZVPD basis set.

Structure (XYZ):
```
50
Properties=species:S:1:pos:R:3:forces:R:3
O 2.76846 1.09859 1.82704 0.19 1.24 0.74
O 1.94879 -0.33747 -2.26745 -0.11 -1.10 -0.35
O 2.64199 1.94469 -0.61288 -0.71 2.51 -0.97
O -1.44257 3.19961 -1.62240 0.66 0.48 -1.45
O 3.52444 -0.10380 -0.27940 -1.08 -2.21 -0.93
O -0.41034 2.19386 0.63194 0.44 -0.95 0.79
O -2.15398 -1.33756 -2.11750 -0.22 0.27 0.83
O -2.63123 1.30560 -0.54006 -0.03 -0.58 1.39
O 2.04209 -1.55062 1.57325 -0.13 0.39 0.16
O 0.73521 1.84324 -2.60615 -0.79 0.60 -0.12
O -0.02427 -0.89489 -3.76443 -0.63 -0.17 -0.49
N -0.88900 0.07848 2.30305 2.23 0.64 1.01
N 0.30834 -1.42493 3.65091 0.05 0.35 0.27
C 0.17078 -0.29651 2.98845 -0.44 0.89 0.08
C -1.94933 -1.68016 0.91696 2.75 0.09 -1.81
C -2.88241 -2.85082 0.96609 -1.06 0.74 3.42
C -2.03493 -0.76202 2.14203 -1.76 -1.29 -0.05
H 2.82605 -0.05889 -2.00599 0.17 0.44 0.35
H 1.79256 1.85712 -1.08733 0.03 -0.21 0.05
H 4.04087 -0.78269 -0.70014 1.43 0.24 0.90
H 2.40557 -2.31925 1.13806 0.28 -0.03 -0.25
H -2.24489 -1.50662 3.01419 0.68 1.80 -0.87
H 0.16054 -1.82514 -3.59817 0.17 -0.04 -0.03
H 2.54325 -0.76013 1.27819 -0.07 -0.86 -0.06
H 2.26821 1.57348 1.13656 -0.09 -0.13 -0.14
H -2.62753 -3.81320 0.57814 0.26 -0.19 -0.74
H 0.79739 -0.55494 -4.12531 0.21 -0.10 0.03
H -2.75722 -1.83319 -2.66885 0.04 0.01 -0.43
H 1.21892 -1.50804 4.07785 -0.24 -0.65 -0.04
H 1.57324 -0.64850 -1.43211 0.15 0.02 -0.12
H -0.72261 1.04991 1.90435 -0.94 -1.03 -0.12
H -2.97909 -2.98284 2.08465 -0.11 -0.76 -0.83
H -2.59102 0.51086 -1.07548 -0.39 -0.07 -0.66
H -2.13512 -1.19400 -0.05723 0.30 0.26 0.91
H -1.21719 1.81182 0.19429 0.20 0.83 -0.18
H -0.89071 2.49937 -2.04107 -0.29 0.09 0.72
H -3.01576 2.06695 -0.97857 0.10 -0.15 -0.57
H -0.83208 -1.98045 0.84040 -1.63 0.09 0.17
H 1.08257 2.26365 -3.39494 0.04 0.00 -0.23
H 3.00964 2.71094 -1.08514 0.05 -0.15 0.46
H 3.74015 0.60882 0.31596 1.36 -0.21 0.08
H -1.16029 3.90822 -2.21639 -0.46 0.48 0.30
H -2.89907 -0.09749 2.04960 -0.02 -0.20 0.20
H 0.56710 0.91406 -2.82371 0.38 0.01 0.08
H -1.39346 -1.03155 -2.62081 -0.10 -0.01 -0.58
H -3.89446 -2.50468 0.74903 0.00 -0.40 -0.64
H 3.35822 1.81523 2.12321 -0.17 -0.49 0.25
H -0.42349 3.15115 0.59418 -0.39 0.01 -0.32
H 0.98438 0.46189 3.09679 -0.69 -0.91 -0.27
H -0.30673 -2.22718 3.54636 0.38 0.39 0.06
```
Positions in Å, forces in eV/Å.

The total energy is -30180.2456 eV. The spin multiplicity is 1. The charge is +1. The HOMO energy comes out at -0.481 Ha. The value obtained for the energy above the lowest of the compared OMol25 structures with the same formula, charge and spin is 84.0 kcal/mol.

***

[4]
Here is 13 unconnected molecules or ions with the total composition C4H33NO12 in a non-equilibrium geometry from OMol25. Energies are from ωB97M-V with the def2-TZVPD basis set.

Structure (XYZ):
```
50
Properties=species:S:1:pos:R:3:forces:R:3
O -1.18472 -2.73315 -2.82328 0.64 2.92 1.12
O 3.35925 -2.90484 -0.33771 -2.02 0.76 1.17
O -1.68295 2.80912 -0.25822 2.01 0.03 1.59
O -0.08239 -3.34029 -0.50036 2.25 -1.13 5.40
O 0.18670 3.54058 -2.02957 3.94 0.39 1.07
O 2.00202 3.02596 0.22576 0.00 -0.54 -0.25
O -1.11570 -3.11094 2.17412 -1.19 5.68 -8.20
O -0.54893 1.42461 -3.48877 -1.64 -2.44 -1.95
O 3.16087 -1.32083 1.76624 -2.56 -0.68 -0.23
O -0.17527 3.26682 1.85506 -0.99 2.84 -0.49
O -0.44758 0.35500 2.75077 1.48 1.14 0.60
O -3.18756 0.45318 3.04237 -2.22 0.57 -2.23
N 2.22580 0.33239 -0.97954 0.29 0.26 -0.27
C -0.26358 0.17251 -0.65234 2.02 2.53 0.32
C -1.46187 -0.63268 -0.32679 -0.90 0.43 -1.51
C -2.60349 -0.38450 -0.98146 -0.23 0.79 -0.21
C 1.14817 -0.05774 -0.04609 0.19 -2.72 1.54
H 0.70859 3.25039 1.51469 1.02 -0.20 -0.71
H 1.09446 3.56500 -1.48798 -2.97 0.08 -1.59
H -0.09555 0.48718 -1.71611 -0.48 -1.17 0.86
H -2.67898 -0.28724 3.31220 0.33 -1.52 0.48
H -0.47328 3.44463 -1.33848 -0.51 -0.16 0.41
H -1.38123 3.19306 0.62513 0.38 -0.72 -0.95
H -0.94617 -3.64806 2.81508 2.04 -5.51 5.49
H -0.70792 -3.29336 1.23863 -0.73 0.10 2.65
H 2.95999 -2.39028 0.43253 1.85 -0.42 -0.96
H 1.30446 -1.14967 0.37324 -0.54 1.58 -1.39
H -2.52793 3.15066 -0.33001 -2.89 0.96 -0.63
H -1.14881 -3.44672 -3.38354 -0.22 -3.05 -2.02
H -0.47124 1.17285 -0.22090 -0.29 -0.51 -0.30
H 3.96990 -0.93826 1.97765 2.27 0.72 0.80
H -1.38532 -1.39038 0.41348 -0.17 -0.37 0.67
H 2.03787 2.10451 -0.17881 0.58 0.77 0.35
H 2.84728 3.23610 0.64261 -0.05 -0.33 -0.34
H 1.98133 0.37697 -2.00991 0.46 -0.60 1.97
H -0.38517 -4.20935 -0.61294 -0.59 -1.91 -0.41
H -1.16134 1.42735 -2.76645 -0.75 0.09 0.39
H -0.54782 -2.14286 -3.26482 -0.46 0.31 0.34
H 0.08966 2.00788 -3.19039 2.04 2.45 0.90
H -2.74732 0.35370 -1.77480 1.08 0.17 0.06
H 1.29750 0.46434 0.94620 -0.33 0.01 -1.25
H -3.76720 0.13256 2.26308 1.59 0.70 1.90
H -0.26589 -2.91524 -1.25722 -1.51 2.57 -4.47
H -3.61964 -0.69128 -0.83751 -0.10 -1.29 0.89
H 2.98113 -2.07699 2.33270 0.38 0.19 0.36
H -0.32079 2.47791 2.29555 -0.17 -2.68 1.47
H -1.37607 0.58244 2.73226 -0.51 -0.59 -0.51
H 2.46928 -3.05945 -0.69072 0.30 -0.66 -0.92
H 3.12209 -0.15529 -0.74610 -1.29 0.54 -0.82
H -0.18463 -0.52828 2.50147 -0.78 -0.37 -0.21
```
Positions in Å, forces in eV/Å.

The total energy is -30740.9793 eV. The spin multiplicity is 1. The charge is 0. The HOMO energy comes out at -0.328 Ha. The value obtained for the energy above the lowest of the compared OMol25 structures with the same formula, charge and spin is 122.0 kcal/mol.

***

What is the formula in the second record? C4H32N2O13

***

Look up the total energy of the third one. -30180.2456 eV